Entry from the Open Molecules 2025 dataset: a structure of composition C15H12N2O7RuSe (the ωB97M-V functional and the def2-TZVPD basis).

Geometry as XYZ:
```
38
Properties=species:S:1:pos:R:3:lowdin_spin:R:1
Ru 0.214 0.259 1.261 2.820
Se -1.969 0.020 3.021 0.010
O 0.414 2.088 0.706 0.228
O 0.444 -1.663 1.390 0.159
O -2.875 1.117 3.718 0.021
O -0.256 0.518 3.091 0.264
O -2.026 -1.488 3.521 0.013
O 0.471 4.669 0.628 0.004
O -1.959 0.108 1.330 0.257
N 0.317 -0.307 -0.662 0.012
N 0.303 -1.674 -0.891 0.014
C 0.070 -4.380 1.543 0.001
C 0.376 4.049 -0.560 0.012
C 0.182 2.561 -2.925 0.011
C 0.425 -4.541 -0.843 -0.001
C 0.297 4.673 -1.788 0.018
C -0.013 -5.762 1.617 0.000
C 0.353 -2.303 0.243 0.008
C 0.348 -5.919 -0.758 0.000
C 0.199 3.927 -2.971 0.020
C 0.129 -6.529 0.471 0.000
C 0.257 0.461 -1.705 0.066
C 0.292 -3.771 0.311 0.001
C 0.449 6.086 0.633 0.000
C 0.256 1.890 -1.686 0.029
C 0.348 2.630 -0.491 0.030
H 0.589 -4.051 -1.793 0.000
H 1.300 6.497 0.085 0.000
H 0.065 -7.608 0.532 0.000
H 0.109 1.974 -3.831 0.000
H -0.195 -6.237 2.571 0.000
H -0.483 6.467 0.208 0.000
H -0.060 -3.768 2.425 0.000
H 0.455 -6.520 -1.651 0.000
H 0.516 6.378 1.677 0.000
H 0.136 4.445 -3.917 0.001
H 0.308 5.752 -1.847 0.001
H 0.213 -0.048 -2.664 0.001
```

Computed properties:
net charge	0
relative energy (zero: lowest compared OMol25 entry of this formula, charge and spin)	0.0	kJ/mol
multiplicity	5
highest occupied orbital energy (spin up / spin down)	-8.9 / -9.1	eV


Entry from the Open Molecules 2025 dataset: a structure of composition C15H12NO6STi (the ωB97M-V functional and the def2-TZVPD basis).

Geometry as XYZ:
```
36
Properties=species:S:1:pos:R:3:lowdin_charge:R:1
Ti 1.005 -0.066 -0.686 0.924
S -1.103 -0.462 0.349 0.780
O 1.916 -0.547 1.163 0.017
O 0.860 -1.586 -1.524 -0.151
O 2.362 0.105 3.256 0.220
O 0.668 -3.502 -2.617 0.163
O -0.664 3.431 -2.117 0.236
O 0.163 1.419 -1.870 0.025
N 0.810 1.654 0.547 -0.003
C 1.143 2.703 2.645 0.082
C -3.067 -4.348 -1.040 -0.054
C 0.096 3.890 0.822 0.067
C -1.734 -1.994 -0.285 -0.530
C -2.993 -2.312 0.228 -0.128
C -0.098 2.515 -1.383 -0.394
C -1.824 -4.048 -1.557 -0.002
C 0.545 3.850 2.138 0.018
C 1.257 1.612 1.797 -0.143
C -3.653 -3.468 -0.141 -0.057
C 2.902 0.768 -1.142 -0.153
C 1.879 0.292 2.061 -0.414
C 0.250 2.751 0.045 -0.140
C 0.183 -2.722 -1.853 -0.459
C -1.142 -2.880 -1.195 -0.138
H 0.435 4.723 2.767 0.132
H 3.596 -0.069 -1.017 0.025
H -0.354 4.795 0.437 0.133
H -3.575 -5.255 -1.336 0.113
H -3.454 -1.630 0.931 0.096
H -4.628 -3.680 0.279 0.114
H 1.508 2.657 3.661 0.142
H 2.746 -0.782 3.344 0.172
H 2.863 1.012 -2.208 0.025
H 3.280 1.629 -0.592 0.017
H -0.838 4.255 -1.646 0.140
H -1.341 -4.711 -2.260 0.126
```

Computed properties:
net charge	+1
relative energy (zero: lowest compared OMol25 entry of this formula, charge and spin)	0.0	kJ/mol
highest occupied orbital energy	-11.0	eV


Entry from the Open Molecules 2025 dataset: the molecule C15H12O2 (the ωB97M-V functional and the def2-TZVPD basis).

Geometry as XYZ:
```
29
Properties=species:S:1:pos:R:3:lowdin_charge:R:1
O 2.347 1.241 -1.772 0.098
O 3.276 -4.590 0.536 0.067
C -4.066 1.616 -0.125 -0.084
C 1.600 -2.937 0.404 -0.002
C 3.306 -1.296 -1.036 -0.006
C 1.587 0.474 -1.217 -0.368
C 2.894 -3.366 0.104 -0.315
C -0.313 1.431 0.081 -0.043
C -1.704 1.787 0.334 -0.223
C 3.745 -2.535 -0.621 -0.013
C -2.763 1.251 -0.399 -0.036
C 1.165 -1.702 -0.020 -0.013
C -3.301 3.059 1.626 -0.085
C -4.341 2.524 0.885 -0.092
C 2.013 -0.862 -0.745 -0.160
C 0.150 0.805 -0.998 -0.027
C -1.996 2.691 1.357 -0.042
H 4.748 -2.866 -0.855 0.114
H 4.187 -4.770 0.268 0.112
H -3.508 3.764 2.418 0.102
H -5.361 2.809 1.095 0.100
H 3.955 -0.640 -1.597 0.121
H -2.568 0.532 -1.181 0.105
H -1.188 3.112 1.937 0.110
H -0.498 0.525 -1.819 0.122
H 0.958 -3.595 0.969 0.118
H -4.875 1.190 -0.701 0.103
H 0.387 1.723 0.855 0.126
H 0.164 -1.377 0.218 0.112
```

Computed properties:
net charge	0
SMILES	O=C(/C=C/c1ccccc1)c1ccc(O)cc1
highest occupied orbital energy	-8.7	eV


Entry from the Open Molecules 2025 dataset: a structure of composition C15H13BrCl5IOSbV (the ωB97M-V functional and the def2-TZVPD basis).

Geometry as XYZ:
```
38
Properties=species:S:1:pos:R:3:lowdin_spin:R:1
I 0.255 3.170 1.046 0.027
Sb 2.366 0.717 -1.846 0.018
Br 0.257 4.177 4.369 0.001
V 0.274 0.615 -0.040 2.857
Cl 0.789 -1.437 1.271 0.028
Cl -2.885 -5.094 -2.140 0.000
Cl -1.091 -6.369 0.069 0.000
Cl 0.774 -4.521 1.786 0.000
Cl -2.813 -1.999 -2.626 0.000
O -0.981 -0.582 -0.857 0.022
C -1.014 -1.887 -0.656 0.010
C -1.865 -4.099 -1.191 0.001
C -3.414 2.296 4.112 -0.001
C -3.488 1.874 2.793 0.001
C -1.842 -2.728 -1.415 0.000
C -1.242 3.244 3.712 0.001
C -1.060 -4.677 -0.201 0.000
C -0.229 -2.499 0.319 0.008
C 3.612 -0.998 -1.764 0.003
C -2.440 2.136 1.925 0.004
C -0.231 -3.865 0.564 0.002
C -2.301 2.981 4.570 0.001
C 1.576 0.549 -3.809 -0.001
C 3.785 2.280 -2.070 0.001
C -1.324 2.815 2.394 0.016
H 4.467 2.032 -2.882 0.000
H 2.367 0.260 -4.498 -0.001
H 3.275 3.213 -2.303 0.000
H 1.151 1.500 -4.123 0.000
H 2.995 -1.890 -1.858 0.000
H -4.232 2.097 4.791 0.000
H -2.242 3.316 5.596 0.000
H -4.360 1.347 2.432 0.000
H 4.148 -1.035 -0.818 0.000
H -2.508 1.830 0.888 0.002
H 4.326 -0.964 -2.585 0.000
H 4.351 2.401 -1.149 0.000
H 0.792 -0.207 -3.809 0.000
```

Computed properties:
net charge	+1
relative energy (zero: lowest compared OMol25 entry of this formula, charge and spin)	0.0	kJ/mol
multiplicity	4
highest occupied orbital energy (spin up / spin down)	-11.2 / -11.3	eV


| no. | molecular weight (u) |
| --- | --- |
| 1 | 512.30 |
| 2 | 382.20 |
| 3 | 224.26 |
| 4 | 766.05 |